C22H40F6N5O7 | wB97M-V/def2-TZVPD

Calculated values
net charge: +1
energy: -61541.2009 eV
2S+1: 1

Last column: Löwdin charge in e.
CARTESIAN COORDINATES (ANGSTROEM)
C 1.302 -3.253 2.487  -0.038
C 0.685 -1.893 2.777  -0.192
N 0.463 -1.170 1.503  0.041
C -0.719 -1.626 0.809  -0.245
O -1.769 -1.857 1.376  0.186
C -0.571 -1.829 -0.701  -0.345
F -0.348 -0.638 -1.312  0.147
F 0.496 -2.624 -0.902  0.161
C -1.798 -2.484 -1.397  -0.341
F -1.333 -2.947 -2.580  0.161
F -2.260 -3.544 -0.716  0.173
C -2.942 -1.476 -1.747  -0.349
F -3.028 -0.496 -0.813  0.123
F -2.676 -0.932 -2.943  0.163
C -4.324 -2.182 -1.830  -0.369
O -4.873 -2.403 -2.878  0.207
O -4.819 -2.494 -0.593  0.112
C 0.623 0.233 1.594  -0.207
N -0.184 1.093 2.337  -0.121
N -0.033 0.901 3.728  0.099
C -1.566 1.282 1.810  -0.124
C -2.684 0.760 2.692  -0.198
C -4.003 0.567 1.961  -0.161
C -5.119 0.332 3.002  -0.224
O -5.978 1.442 3.142  -0.181
C -6.943 1.499 2.114  -0.105
N 1.616 0.769 0.968  0.072
C 2.606 0.041 0.177  -0.053
C 2.441 0.258 -1.345  -0.218
O 2.485 -0.977 -2.005  -0.057
C 1.842 2.226 1.024  -0.108
C 2.545 2.652 2.298  -0.120
C 2.829 4.150 2.278  -0.213
O 3.388 4.563 1.050  -0.177
C 2.513 5.268 0.202  -0.105
H 1.715 -3.677 3.389  0.086
H 2.083 -3.109 1.752  0.078
H 0.565 -3.920 2.056  0.084
H 1.407 -1.316 3.346  0.124
H -0.206 -1.964 3.395  0.115
H -5.546 -1.881 -0.427  0.132
H -0.383 0.010 4.050  0.071
H -0.471 1.650 4.238  0.107
H -1.647 0.886 0.801  0.110
H -1.710 2.355 1.695  0.128
H -2.405 -0.207 3.101  0.101
H -2.863 1.399 3.551  0.120
H -4.304 1.446 1.400  0.120
H -3.976 -0.322 1.346  0.085
H -5.714 -0.550 2.754  0.119
H -4.702 0.147 3.986  0.122
H -7.404 2.474 2.155  0.091
H -6.501 1.374 1.123  0.079
H -7.681 0.709 2.249  0.091
H 2.670 -1.005 0.424  0.126
H 3.561 0.483 0.438  0.136
H 3.273 0.863 -1.691  0.129
H 1.540 0.824 -1.569  0.114
H 3.299 -0.993 -2.513  0.046
H 0.928 2.764 0.823  0.131
H 2.505 2.460 0.200  0.126
H 2.002 2.357 3.186  0.102
H 3.511 2.151 2.306  0.125
H 3.551 4.380 3.052  0.128
H 1.909 4.697 2.483  0.127
H 2.573 6.344 0.352  0.095
H 1.475 4.972 0.341  0.078
H 2.758 5.071 -0.835  0.092
C 4.994 -1.527 -5.030  -0.331
O 4.866 -1.042 -3.915  -0.006
N 3.988 -1.960 -5.798  -0.188
C 4.215 -2.526 -7.117  -0.045
C 2.626 -1.862 -5.297  -0.031
H 5.981 -1.647 -5.499  0.139
H 3.696 -1.933 -7.871  0.093
H 3.843 -3.550 -7.152  0.094
H 5.278 -2.529 -7.344  0.086
H 2.379 -0.821 -5.087  0.095
H 2.523 -2.431 -4.373  0.090
H 1.936 -2.254 -6.039  0.091

***

C22H40F6O16 | wB97M-V/def2-TZVPD

Calculated values
net charge: -2
energy: -72522.1248 eV
relative energy (zero: lowest compared OMol25 entry of this formula, charge and spin): 4.362 eV
2S+1: 1

Last column: Löwdin charge in e.
CARTESIAN COORDINATES (ANGSTROEM)
O 0.712 -2.462 -0.086  0.055
C 1.186 -3.242 0.861  -1.000
O 0.429 -4.058 1.304  -0.022
O 2.336 -3.182 1.288  -0.004
H -0.108 -2.937 -0.239  0.082
O 2.686 -4.995 -1.972  0.063
C 3.279 -6.084 -1.562  -0.950
O 3.270 -6.249 -0.319  -0.080
O 3.918 -6.841 -2.309  -0.104
H 2.500 -4.734 -1.067  0.070
C -0.672 4.954 2.004  -0.155
O -0.627 3.690 1.503  -0.217
C -1.759 2.896 1.085  -0.127
C -1.600 1.336 1.256  -0.123
O -1.006 1.022 2.558  -0.188
C -0.926 -0.356 3.036  -0.154
C -2.285 -0.958 3.393  -0.276
O -2.375 -1.927 4.359  -0.174
C -2.086 -3.245 3.788  -0.051
H -1.363 5.512 1.371  0.082
H 0.341 5.346 2.094  0.087
H -1.039 4.994 3.029  0.079
H -1.856 3.198 0.042  0.104
H -2.634 3.302 1.592  0.112
H -0.956 0.868 0.512  0.099
H -2.557 0.826 1.150  0.112
H -0.351 -0.298 3.960  0.126
H -0.301 -1.005 2.422  0.122
H -2.684 -1.202 2.408  0.112
H -2.869 -0.135 3.805  0.124
H -2.315 -3.899 4.629  0.083
H -1.065 -3.298 3.409  0.080
H -2.677 -3.473 2.901  0.081
C 4.334 -1.158 -0.488  -0.113
O 3.737 -0.439 0.564  -0.180
C 2.701 0.412 0.073  -0.161
C 1.852 1.094 1.274  -0.098
O 2.713 1.405 2.387  -0.097
C 2.110 2.102 3.404  -0.213
C 3.159 2.383 4.555  -0.169
O 4.275 1.497 4.456  -0.191
C 5.414 1.785 5.303  -0.093
H 5.235 -1.664 -0.143  0.089
H 4.648 -0.384 -1.188  0.069
H 3.651 -1.898 -0.905  0.083
H 1.967 -0.128 -0.525  0.090
H 3.121 1.157 -0.604  0.101
H 0.986 0.538 1.631  0.088
H 1.446 1.972 0.771  0.105
H 1.183 1.690 3.802  0.103
H 1.666 3.054 3.110  0.102
H 2.796 2.300 5.580  0.109
H 3.432 3.418 4.347  0.102
H 5.063 1.894 6.329  0.073
H 5.983 2.650 4.965  0.074
H 6.061 0.915 5.188  0.085
C 1.478 -0.395 -3.642  -0.030
C 0.025 -0.484 -3.152  -0.247
O -0.743 0.556 -3.660  -0.003
C -0.819 1.744 -2.959  -0.262
O -0.407 1.834 -1.765  0.120
C -1.407 2.837 -3.817  -0.538
F -2.752 2.651 -3.989  0.138
F -1.122 3.982 -3.182  0.160
F -0.855 2.940 -5.013  0.184
H 1.991 -1.317 -3.368  0.094
H 2.022 0.504 -3.354  0.074
H 1.442 -0.224 -4.718  0.069
H 0.002 -0.638 -2.073  0.105
H -0.531 -1.323 -3.571  0.120
C -4.802 -0.264 -6.328  -0.048
C -5.083 0.086 -4.830  -0.218
O -4.612 -0.985 -4.070  0.005
C -4.043 -0.795 -2.816  -0.256
O -4.025 0.323 -2.251  0.121
C -3.373 -1.974 -2.181  -0.539
F -2.043 -1.932 -2.133  0.168
F -3.778 -2.235 -0.923  0.173
F -3.588 -3.057 -2.939  0.161
H -4.966 -1.283 -6.680  0.076
H -3.744 -0.118 -6.545  0.072
H -5.449 0.413 -6.886  0.069
H -6.171 0.147 -4.787  0.117
H -4.727 1.046 -4.458  0.110

***

C22H40N2O25S5 | wB97M-V/def2-TZVPD

Calculated values
energy: -131802.1249 eV
relative energy (zero: lowest compared OMol25 entry of this formula, charge and spin): 0.000 eV
2S+1: 1
SMILES: CC(=O)N(C(C)=O)[C@]1(C[C@@H](C)O)C[C@@H](CN)C(=O)O1.O=S1(=O)OCCO1.O=S1(=O)OCCO1.O=S1(=O)OCCO1.O=S1(=O)OCCO1.O=S1(=O)OCCO1

Last column: Löwdin charge in e.
CARTESIAN COORDINATES (ANGSTROEM)
C -4.156 4.690 0.321  0.023
C -2.656 4.632 0.317  -0.404
O -1.981 5.621 0.115  0.116
N -1.959 3.376 0.576  0.077
C -2.368 2.274 -0.267  -0.396
C -1.229 1.546 -0.923  0.030
O -3.527 1.968 -0.457  0.111
C -1.862 3.017 2.000  -0.375
C -3.127 2.455 2.649  -0.046
C -2.907 1.307 3.644  -0.396
C -3.793 1.474 4.882  -0.027
O -3.259 0.080 3.013  -0.022
C -1.308 4.215 2.801  -0.025
C 0.218 4.002 2.820  -0.164
C 0.671 3.474 4.189  -0.229
N 0.511 4.425 5.276  0.020
C 0.344 2.856 1.841  -0.387
O 1.162 2.608 0.987  0.139
O -0.774 2.072 2.053  0.052
H -4.577 4.331 1.252  0.082
H -4.549 4.090 -0.491  0.085
H -4.439 5.719 0.144  0.089
H -1.301 0.506 -0.621  0.085
H -0.270 1.969 -0.677  0.064
H -1.421 1.560 -1.991  0.089
H -3.591 3.275 3.188  0.114
H -3.852 2.107 1.923  0.121
H -1.876 1.274 3.980  0.131
H -4.047 0.485 5.239  0.081
H -3.217 1.960 5.666  0.080
H -4.684 2.053 4.675  0.076
H -2.467 -0.405 2.783  0.058
H -1.638 4.152 3.834  0.118
H -1.623 5.189 2.451  0.122
H 0.815 4.872 2.583  0.156
H 0.122 2.564 4.417  0.110
H 1.720 3.194 4.148  0.126
H -0.250 5.069 5.141  0.059
H 1.358 4.925 5.482  0.067
C -0.847 -3.519 -0.941  -0.145
C -2.271 -3.040 -0.756  -0.143
O -2.654 -3.580 0.522  -0.183
S -1.382 -3.614 1.488  0.600
O -1.366 -2.457 2.309  -0.215
O -1.300 -4.913 2.052  -0.222
O -0.267 -3.423 0.371  -0.175
H -0.806 -4.560 -1.265  0.138
H -0.290 -2.892 -1.631  0.112
H -2.944 -3.400 -1.527  0.138
H -2.326 -1.951 -0.699  0.127
C 0.530 0.914 -5.126  -0.145
C 1.783 1.618 -4.653  -0.143
O 2.052 1.025 -3.368  -0.196
S 1.611 -0.507 -3.383  0.575
O 2.733 -1.330 -3.641  -0.201
O 0.780 -0.736 -2.251  -0.236
O 0.709 -0.448 -4.698  -0.180
H -0.365 1.314 -4.646  0.127
H 0.416 0.942 -6.205  0.137
H 1.652 2.690 -4.539  0.140
H 2.625 1.412 -5.312  0.104
C 3.657 1.003 -0.289  -0.162
C 3.628 0.628 1.175  -0.163
O 4.700 -0.322 1.309  -0.185
S 5.887 0.054 0.306  0.593
O 6.878 0.796 0.997  -0.222
O 6.223 -1.102 -0.441  -0.220
O 5.056 1.066 -0.613  -0.186
H 3.190 0.234 -0.907  0.114
H 3.190 1.963 -0.482  0.124
H 2.690 0.171 1.472  0.133
H 3.838 1.490 1.812  0.131
C -3.600 -7.265 2.869  -0.156
C -2.953 -7.615 4.190  -0.156
O -3.510 -8.898 4.519  -0.191
S -3.769 -9.736 3.181  0.593
O -2.682 -10.617 2.953  -0.219
O -5.105 -10.206 3.205  -0.220
O -3.644 -8.513 2.158  -0.188
H -4.621 -6.903 3.002  0.136
H -3.022 -6.540 2.304  0.104
H -3.188 -6.906 4.978  0.136
H -1.870 -7.715 4.094  0.136
C 6.477 0.503 -6.829  -0.150
C 6.415 -0.848 -7.510  -0.152
O 5.024 -1.008 -7.831  -0.181
S 4.382 0.410 -8.180  0.599
O 4.347 0.594 -9.583  -0.206
O 3.213 0.566 -7.390  -0.229
O 5.553 1.313 -7.576  -0.187
H 6.139 0.449 -5.793  0.135
H 7.465 0.952 -6.871  0.136
H 6.731 -1.662 -6.864  0.138
H 6.993 -0.863 -8.436  0.135

***

C22H40N2O3 | wB97M-V/def2-TZVPD

Calculated values
energy: -32581.2503 eV
2S+1: 1
SMILES: CCNCO[C@@H](COCCCN(CC)C(C)=O)CC(C)C.c1ccccc1

Last column: natural (NBO) charge in e.
CARTESIAN COORDINATES (ANGSTROEM)
C -2.443 1.638 -0.260  -0.633
C -2.794 0.370 -1.160  -0.229
N -1.638 -0.514 -1.457  -0.660
C -0.720 0.082 -2.478  0.084
O 0.627 -0.372 -2.442  -0.533
C 1.450 0.205 -1.419  0.083
C 1.640 1.790 -1.481  -0.095
O 2.116 2.384 -0.247  -0.558
C 1.004 2.966 0.489  -0.073
C 1.628 3.754 1.751  -0.441
C 2.260 2.701 2.786  -0.234
N 1.524 2.645 4.099  -0.529
C 0.118 2.141 3.910  -0.234
C -0.983 3.303 3.920  -0.635
C 2.203 1.547 4.849  0.736
C 2.988 1.832 6.228  -0.720
O 2.184 0.353 4.482  -0.574
C 1.128 -0.337 0.076  -0.449
C 1.441 -1.926 0.153  -0.203
C 0.312 -2.833 -0.513  -0.629
C 1.578 -2.417 1.685  -0.621
H -3.371 2.309 -0.241  0.222
H -2.045 1.392 0.771  0.217
H -1.635 2.277 -0.771  0.199
H -3.386 0.639 -2.111  0.166
H -3.525 -0.264 -0.539  0.205
H -1.977 -1.395 -1.875  0.369
H -1.147 -0.262 -3.493  0.160
H -0.887 1.201 -2.450  0.164
H 2.502 -0.220 -1.613  0.190
H 0.738 2.387 -1.811  0.172
H 2.460 1.995 -2.259  0.196
H 0.284 2.186 0.889  0.177
H 0.429 3.725 -0.133  0.176
H 0.894 4.482 2.219  0.224
H 2.494 4.362 1.308  0.223
H 3.352 2.992 2.964  0.212
H 2.243 1.682 2.269  0.202
H 0.122 1.539 2.932  0.190
H -0.130 1.412 4.750  0.216
H -1.780 3.103 3.120  0.214
H -0.538 4.343 3.805  0.221
H -1.500 3.271 4.937  0.214
H 2.718 0.950 6.903  0.244
H 4.098 1.844 5.964  0.243
H 2.645 2.817 6.671  0.229
H 0.083 -0.077 0.424  0.220
H 1.843 0.124 0.849  0.223
H 2.448 -2.083 -0.376  0.193
H -0.745 -2.600 -0.177  0.220
H 0.429 -2.799 -1.654  0.216
H 0.544 -3.923 -0.234  0.198
H 2.501 -1.970 2.176  0.215
H 1.675 -3.551 1.746  0.208
H 0.661 -2.057 2.274  0.208
C -2.629 -2.742 -4.870  -0.231
C -1.336 -3.208 -4.655  -0.166
C -1.051 -4.562 -4.798  -0.230
C -2.058 -5.449 -5.165  -0.210
C -3.350 -4.982 -5.384  -0.213
C -3.637 -3.630 -5.232  -0.218
H -2.851 -1.686 -4.755  0.205
H -0.548 -2.515 -4.375  0.209
H -0.044 -4.926 -4.624  0.215
H -1.835 -6.503 -5.281  0.214
H -4.134 -5.674 -5.671  0.213
H -4.645 -3.267 -5.397  0.212